Molecular formula: C22H42BCl14FN3O
Method: DFT, ωB97M-V with the def2-TZVPD basis set

Structure (XYZ):
```
84
Properties=species:S:1:pos:R:3:forces:R:3:lowdin_charge:R:1
C -1.35201 -0.74318 -0.98700 0.17 0.81 0.67 -0.05
B -1.24264 -0.90500 0.66221 -3.20 0.47 -1.41 -0.39
O -2.49165 -0.91912 1.44779 3.28 -1.99 -0.96 0.06
N 0.11347 -1.00034 1.41638 -0.29 -3.46 2.22 -0.03
C 0.21960 -2.23404 2.25876 4.72 2.43 1.28 0.10
C 1.63505 -2.38781 3.13848 -0.93 4.09 -3.02 0.13
C 2.63283 -1.10749 2.89026 -1.43 -1.06 -0.18 0.03
F 3.93902 -1.03248 3.61756 -4.76 -0.31 -2.69 -0.03
C 2.24328 0.09310 1.86101 -1.24 -1.82 0.15 -0.04
C 3.21234 1.42436 1.56553 -1.43 -0.10 0.53 -0.11
C 3.26210 2.27126 2.98878 0.11 -0.68 -0.48 -0.20
C 1.77285 2.53890 3.62546 0.94 0.66 -0.02 -0.29
N 1.97170 3.48832 4.80922 0.16 0.27 -1.49 -0.05
N 0.93530 0.04332 1.16581 4.02 -1.85 3.31 0.17
H -0.82983 -1.61123 -1.58239 -1.01 1.70 1.22 0.04
H -2.49153 -0.63342 -1.25101 2.36 -0.48 0.42 0.03
H -0.84106 0.28908 -1.28419 -0.87 -2.26 0.45 0.04
H -2.57679 -1.80562 1.91229 -0.12 1.74 -0.38 0.12
H -0.63834 -3.06027 2.34588 1.99 2.31 -0.49 0.17
H 1.84348 -3.30198 3.85127 -0.35 2.17 -1.63 0.14
H 2.65427 2.10879 0.76871 1.06 -1.82 1.62 0.14
H 4.26533 1.12645 1.15179 -2.11 0.31 0.96 0.13
H 3.92741 1.65538 3.75670 -1.34 1.49 -1.58 0.12
H 3.76453 3.30824 2.72659 -1.00 -2.17 0.72 0.13
H 1.10035 3.06604 2.80691 1.23 -1.19 1.84 0.12
H 1.24383 1.57777 4.04232 1.08 1.70 -1.05 0.11
H 2.07628 4.46810 4.41601 -0.01 -1.63 0.83 0.09
H 2.84123 3.23955 5.33431 -1.02 0.36 -0.78 0.07
Cl 0.36920 -4.02686 -2.04115 -0.12 0.20 -0.13 0.60
C 1.48353 -4.65602 -0.80307 -0.03 0.22 -0.29 -0.75
C 2.54819 -3.64093 -0.41812 -0.18 -0.06 0.20 -0.68
Cl 3.70389 -3.34369 -1.74098 -0.05 0.03 0.07 0.62
H 1.92774 -5.58113 -1.18377 -0.47 0.82 -0.21 -0.01
H 0.87583 -4.90607 0.07187 0.12 0.04 -0.14 0.05
H 3.12860 -4.01433 0.43016 -0.15 0.01 -0.15 0.04
H 2.10565 -2.68152 -0.13283 0.04 -0.11 -0.20 0.04
Cl -5.48747 -2.38206 -1.90260 0.06 0.03 0.10 0.53
C -5.76035 -1.60448 -3.48099 -0.07 0.15 -0.38 -0.66
C -4.49135 -0.98385 -4.04361 -0.17 -0.32 -0.17 -0.63
Cl -3.95784 0.42954 -3.09932 -0.06 0.10 -0.09 0.58
H -6.55390 -0.86020 -3.36087 0.26 -0.12 0.05 0.07
H -6.12449 -2.38282 -4.15842 0.15 0.12 0.09 0.08
H -4.66975 -0.63280 -5.06381 -0.05 -0.03 0.19 0.08
H -3.66793 -1.70426 -4.06980 -0.19 0.15 0.10 0.07
Cl 0.99701 -3.12636 -6.92889 0.02 0.01 -0.01 0.54
C 2.11134 -3.75552 -5.69080 0.16 -0.11 0.26 -0.67
C 3.17600 -2.74044 -5.30586 -0.13 -0.08 0.16 -0.69
Cl 4.33170 -2.44319 -6.62872 -0.04 0.02 0.00 0.55
H 2.55555 -4.68063 -6.07151 -0.04 0.28 -0.01 0.07
H 1.50364 -4.00557 -4.81587 0.14 0.12 -0.09 0.03
H 3.75641 -3.11383 -4.45757 -0.15 -0.02 -0.22 0.01
H 2.73346 -1.78103 -5.02057 0.04 -0.21 -0.15 0.07
Cl 2.85467 -6.70625 0.40532 0.63 -1.18 0.99 0.66
C 4.60589 -6.52643 0.13832 0.63 0.03 -0.04 -0.61
C 5.13331 -7.50577 -0.89841 0.00 0.12 -0.07 -0.65
Cl 5.08810 -9.18941 -0.31766 -0.07 0.11 0.00 0.56
H 5.11115 -6.64845 1.10160 -0.18 -0.11 -0.21 0.08
H 4.77008 -5.50007 -0.20367 -0.01 -0.18 -0.08 0.04
H 6.17835 -7.27859 -1.12679 -0.17 0.05 0.12 0.08
H 4.56130 -7.45318 -1.82993 0.05 -0.01 0.24 0.07
Cl -2.24784 4.55538 1.14260 0.07 0.07 -0.17 0.53
C -3.34065 3.38948 0.35720 -0.18 -0.20 -0.10 -0.64
C -2.59438 2.18923 -0.20365 -0.35 0.04 0.19 -0.65
Cl -1.56833 2.62438 -1.59355 0.05 0.26 0.00 0.58
H -3.89803 3.91782 -0.42273 0.23 -0.23 0.18 -0.01
H -4.05295 3.06019 1.11978 0.17 -0.04 -0.11 0.08
H -3.30787 1.44101 -0.56001 0.02 0.18 0.05 0.04
H -1.95823 1.72058 0.55357 -0.05 0.24 -0.07 0.05
Cl -0.69903 6.71523 4.83350 0.03 -0.02 -0.08 0.53
C -1.80876 5.70830 5.79526 -0.24 -0.22 0.17 -0.66
C -1.38810 4.24724 5.81603 0.07 0.14 0.48 -0.65
Cl -1.57819 3.46976 4.22438 0.03 -0.01 0.06 0.52
H -2.81787 5.83134 5.38948 0.27 -0.05 -0.01 0.07
H -1.80036 6.11121 6.81258 0.07 -0.14 -0.15 0.08
H -2.01565 3.68950 6.51674 0.00 0.16 -0.12 0.07
H -0.34499 4.13274 6.12666 -0.15 0.05 -0.24 0.05
Cl -4.19473 6.88928 -4.92375 -0.03 -0.04 0.03 0.54
C -4.18338 7.26522 -3.18336 0.00 0.08 0.26 -0.66
C -3.86302 6.04574 -2.33346 0.31 0.31 0.01 -0.66
Cl -5.17066 4.83638 -2.37224 -0.12 -0.04 -0.15 0.56
H -5.15565 7.69455 -2.92174 0.18 -0.20 -0.08 0.07
H -3.42032 8.03450 -3.03079 -0.07 -0.21 0.02 0.07
H -3.73887 6.34299 -1.28842 -0.05 0.04 -0.15 0.07
H -2.94007 5.55746 -2.66123 -0.25 0.07 -0.02 0.07
```
Forces are in eV/Å.

## Properties
highest occupied orbital energy: -11.86 eV
DFT total energy: -208708.8281 eV
HOMO-LUMO gap: 6.4 eV
total charge: +1